C23H19CoN5O2S2 | wB97M-V/def2-TZVPD

**HOMO energy (spin up / spin down)**: -11.1886 / -11.1877 eV
**LUMO (spin up / spin down)**: -4.621 / -6.873 eV
**Charge**: +1
**Maximum force**: 0.58 eV Å⁻¹
**Energy relative to the best compared isomer or geometry (same formula, charge and spin)**: 13.3 kcal/mol
**Expectation value of S²**: 6.0625
**Spin multiplicity**: 5

Each line ends with the natural charge from an NBO analysis.
Positions of all 52 atoms, in Å:
Co1 -0.21 0.40 -2.26  1.38
C1 2.81 4.16 -5.10  -0.73
S1 2.56 4.07 -3.30  0.34
C2 1.67 2.55 -3.25  -0.14
S2 -0.01 2.63 -2.88  0.12
N1 2.35 1.43 -3.45  -0.17
N2 1.60 0.33 -3.26  -0.37
C3 2.15 -0.83 -3.21  0.21
C4 1.22 -1.94 -3.00  0.11
C5 1.65 -3.25 -2.95  -0.17
C6 0.70 -4.26 -2.77  -0.13
C7 -0.63 -3.91 -2.65  -0.21
C8 -0.98 -2.56 -2.69  0.09
N3 -0.08 -1.60 -2.85  -0.54
H1 3.33 5.10 -5.27  0.25
H2 1.85 4.18 -5.61  0.23
H3 3.43 3.33 -5.44  0.24
H4 3.22 -0.97 -3.31  0.24
H5 2.70 -3.48 -3.05  0.25
H6 1.00 -5.29 -2.72  0.25
H7 -1.40 -4.66 -2.51  0.25
H8 -2.01 -2.24 -2.58  0.23
O1 2.86 0.45 0.07  -0.62
C9 1.70 0.40 0.40  0.79
N4 1.17 0.35 1.66  -0.62
C10 -0.29 0.27 1.69  -0.04
C11 -0.54 0.28 0.18  0.69
O2 -1.60 0.22 -0.47  -0.72
N5 0.62 0.37 -0.49  -0.81
C12 -0.93 1.48 2.38  -0.05
C13 -2.20 1.92 2.01  -0.16
C14 -2.78 3.00 2.67  -0.21
C15 -2.11 3.64 3.70  -0.20
C16 -0.85 3.19 4.08  -0.19
C17 -0.27 2.12 3.42  -0.20
C18 -0.80 -1.02 2.34  0.06
C19 -2.00 -1.60 1.94  -0.24
C20 -2.46 -2.75 2.57  -0.20
C21 -1.74 -3.33 3.61  -0.20
C22 -0.55 -2.75 4.01  -0.20
C23 -0.08 -1.60 3.38  -0.22
H9 1.77 0.37 2.47  0.42
H10 -2.73 1.43 1.21  0.22
H11 -3.76 3.34 2.37  0.22
H12 -2.57 4.48 4.21  0.22
H13 -0.32 3.68 4.89  0.22
H14 0.72 1.79 3.74  0.20
H15 -2.58 -1.15 1.15  0.23
H16 -3.40 -3.19 2.26  0.22
H17 -2.11 -4.22 4.10  0.22
H18 0.02 -3.18 4.82  0.22
H19 0.85 -1.16 3.73  0.21